Entry 1:
Here is a molecular structure, C42H35N6NiO4S3 from the Open Molecules 2025 dataset. Energies are from ωB97M-V/def2-TZVPD.

Each line ends with the Mulliken charge.
Cartesian coordinates (Å):
1 Ni 1.5609 1.8456 -0.5612  -0.4739
2 C 4.9783 0.1954 -0.2132  -1.2622
3 C 4.6636 1.6429 -0.3393  0.2968
4 N 3.4691 2.2065 -0.3960  0.0810
5 C 3.6655 3.5687 -0.4510  0.2154
6 C 4.9958 3.8382 -0.4168  0.4981
7 N 5.6008 2.6092 -0.3573  -0.0771
8 C 5.8324 5.0699 -0.4302  0.4803
9 O 5.2014 6.2189 -0.3957  -0.5121
10 O 7.0329 4.9518 -0.4331  -0.5999
11 C 2.4555 4.4191 -0.5310  0.6277
12 O 2.5417 5.6413 -0.5963  -0.8908
13 O 1.3696 3.7295 -0.5414  -0.6843
14 H 4.0741 -0.3843 -0.3812  0.1448
15 H 5.3565 -0.0260 0.7878  0.3609
16 H 5.7413 -0.1020 -0.9343  0.4449
17 H 6.6030 2.5016 -0.3124  0.2565
18 H 4.2040 6.1086 -0.3433  0.4109
19 N -0.3040 1.7541 -0.6897  -0.4986
20 S -1.7104 1.5164 -0.5654  1.6632
21 N -2.3551 0.0069 -0.6181  -0.5031
22 S -1.6219 -1.2216 -0.0582  1.4906
23 N -0.3866 -1.7773 -0.7910  -0.3108
24 S 1.1914 -1.3762 -0.6376  1.8573
25 N 1.7176 -0.0360 -0.5236  -0.3104
26 C 1.7698 -2.2547 -2.0773  0.6393
27 C 1.1672 -3.4128 -2.5544  -0.1304
28 C 1.7051 -4.0380 -3.6664  -0.9094
29 C 2.8201 -3.5003 -4.2990  -0.5883
30 C 3.3959 -2.3296 -3.8276  -0.8818
31 C 2.8701 -1.6993 -2.7090  -0.4816
32 C 1.6843 -2.3961 0.7517  0.5714
33 C 1.3874 -3.7518 0.8171  -0.3774
34 C 1.7763 -4.4749 1.9328  -0.8530
35 C 2.4495 -3.8431 2.9727  -0.6486
36 C 2.7417 -2.4890 2.8951  -0.9737
37 C 2.3619 -1.7586 1.7771  -0.2711
38 C -1.3344 -1.0544 1.6913  1.0420
39 C -0.4502 -0.0620 2.1035  0.8414
40 C -0.2644 0.1428 3.4603  -0.8225
41 C -0.9470 -0.6359 4.3861  -0.9038
42 C -1.8214 -1.6258 3.9595  -0.9244
43 C -2.0283 -1.8396 2.6049  -0.5036
44 C -2.8132 -2.5067 -0.2245  -0.7460
45 C -2.3712 -3.8213 -0.2085  0.2686
46 C -3.3077 -4.8373 -0.2947  -0.9801
47 C -4.6593 -4.5295 -0.3951  -0.5901
48 C -5.0822 -3.2070 -0.4083  -0.9774
49 C -4.1562 -2.1797 -0.3201  -0.0425
50 C -2.6894 2.2790 -1.8306  0.2898
51 C -2.0994 3.3852 -2.4226  -0.5176
52 C -2.8146 4.0824 -3.3853  -0.8171
53 C -4.0932 3.6705 -3.7359  -0.5132
54 C -4.6679 2.5583 -3.1311  -0.8426
55 C -3.9663 1.8522 -2.1679  -0.1068
56 C -2.3933 2.1651 0.9514  0.3698
57 C -1.6825 3.2189 1.5084  -0.5092
58 C -2.1312 3.7694 2.7006  -0.8164
59 C -3.2672 3.2618 3.3180  -0.5894
60 C -3.9690 2.2066 2.7456  -0.7513
61 C -3.5358 1.6530 1.5508  -0.0059
62 H 0.2723 -3.8050 -2.0888  0.2099
63 H 1.2448 -4.9405 -4.0495  0.4405
64 H 3.2315 -3.9908 -5.1717  0.3989
65 H 4.2494 -1.8986 -4.3356  0.4474
66 H 3.2820 -0.7690 -2.3382  0.3415
67 H 0.8796 -4.2492 -0.0002  0.2011
68 H 1.5594 -5.5344 1.9894  0.4602
69 H 2.7506 -4.4124 3.8434  0.4240
70 H 3.2666 -1.9982 3.7055  0.4845
71 H 2.5669 -0.6987 1.6938  0.5721
72 H 0.0777 0.5458 1.3761  -0.0181
73 H 0.4133 0.9202 3.7922  0.5647
74 H -0.7991 -0.4686 5.4452  0.4772
75 H -2.3533 -2.2325 4.6812  0.4642
76 H -2.7217 -2.6021 2.2789  0.4779
77 H -1.3135 -4.0382 -0.1279  0.4721
78 H -2.9830 -5.8695 -0.2860  0.4527
79 H -5.3874 -5.3270 -0.4652  0.4088
80 H -6.1352 -2.9723 -0.4913  0.4582
81 H -4.4635 -1.1426 -0.3373  0.3138
82 H -1.0980 3.6821 -2.1304  0.4536
83 H -2.3704 4.9476 -3.8604  0.4569
84 H -4.6475 4.2177 -4.4882  0.3933
85 H -5.6633 2.2393 -3.4139  0.4261
86 H -4.3979 0.9773 -1.6981  0.2645
87 H -0.7911 3.5888 1.0113  0.6336
88 H -1.5917 4.5962 3.1462  0.4769
89 H -3.6120 3.6926 4.2498  0.4138
90 H -4.8549 1.8158 3.2313  0.4583
91 H -4.0722 0.8271 1.0994  0.3192

Forces on atoms 1 to 2 (eV/Å):
Ni -0.016 0.063 0.086
C 0.011 -0.017 -0.019

Results
HOMO-LUMO gap (spin up / spin down) ... 8.850 / 8.835 eV
ΔE to the lowest compared entry with this formula, charge and spin ... 23.0 kJ/mol
Total charge ... +1

---

Entry 2:
Here is a molecular structure, C42H36AsF22O8S2 from the Open Molecules 2025 dataset. Energies are from ωB97M-V/def2-TZVPD.

Each line ends with the Mulliken charge.
Cartesian coordinates (Å):
1 As 17.8051 -9.2770 -12.4139  2.0633
2 F 18.4409 -9.9192 -13.8932  -0.3953
3 F 17.6449 -7.7506 -13.2132  -0.3793
4 F 17.2176 -8.6175 -10.9082  -0.5723
5 F 17.9687 -10.8323 -11.6695  -0.4163
6 F 19.3967 -8.8936 -11.8752  -0.5061
7 F 16.1847 -9.6182 -12.8833  -0.5437
8 C 19.3133 -13.5134 -8.7967  -1.0695
9 C 19.0620 -12.0863 -8.3728  1.1905
10 C 17.6102 -11.6163 -8.4254  0.1602
11 F 16.7574 -12.4487 -7.7690  -0.3016
12 F 17.5458 -10.3579 -7.9775  -0.1430
13 F 19.5330 -11.9361 -7.1063  -0.3457
14 F 19.7646 -11.2838 -9.1894  -0.2264
15 O 18.6595 -14.3860 -7.8810  -0.4302
16 C 19.0361 -15.6786 -7.9045  0.8789
17 C 17.9010 -16.4376 -7.2155  0.2704
18 F 16.7455 -16.2885 -7.8861  -0.2410
19 F 18.1940 -17.7565 -7.1090  -0.2829
20 F 19.3068 -16.1302 -9.1428  -0.3096
21 F 20.1845 -15.8359 -7.1879  -0.3253
22 H 20.4032 -13.6075 -8.7166  0.3737
23 H 18.9942 -13.7508 -9.8098  0.4314
24 H 17.2653 -11.6510 -9.4631  0.0401
25 H 17.8105 -16.0064 -6.2131  0.2229
26 C 16.3366 -7.5598 -8.3121  -0.9210
27 C 14.9901 -7.9915 -7.8001  1.0674
28 C 14.1152 -8.4949 -8.9478  0.1910
29 F 14.5578 -9.6973 -9.3513  -0.1926
30 F 12.8376 -8.6293 -8.4865  -0.3032
31 F 15.1327 -8.9638 -6.8750  -0.2840
32 F 14.3487 -6.9672 -7.1801  -0.3467
33 O 17.1602 -7.1306 -7.2381  -0.3537
34 C 17.9838 -6.1033 -7.4698  0.7466
35 C 19.1025 -6.4220 -8.4758  0.7135
36 F 19.8709 -5.3346 -8.6512  -0.2971
37 F 19.8835 -7.4144 -8.0073  -0.2450
38 F 17.2965 -5.0263 -7.9602  -0.3198
39 F 18.5026 -5.7315 -6.2917  -0.3085
40 H 16.2246 -6.7398 -9.0318  0.7633
41 H 16.8154 -8.3418 -8.9060  0.0159
42 H 14.0713 -7.8213 -9.8059  0.1871
43 H 18.6338 -6.7745 -9.4022  -0.0522
44 C 14.9058 -6.4691 -13.4950  -0.8184
45 S 15.8011 -4.9320 -13.7719  0.7850
46 O 15.2423 -4.3438 -15.0299  -0.7060
47 C 14.9481 -3.9845 -12.5019  -0.9489
48 H 15.4113 -7.0822 -12.7527  -0.0312
49 H 14.8420 -6.9615 -14.4624  0.3724
50 H 13.8827 -6.2971 -13.1510  0.4345
51 H 13.9090 -3.8281 -12.7818  0.3535
52 H 15.4622 -3.0483 -12.2992  0.3162
53 H 14.9450 -4.5740 -11.5767  0.1834
54 C 19.1837 -5.2004 -15.2269  -0.7831
55 S 20.9081 -4.8711 -15.5720  0.5062
56 O 21.1073 -5.0093 -17.0398  -0.6441
57 C 20.7601 -3.0765 -15.3382  -0.9519
58 H 18.8384 -4.7102 -14.3160  0.2398
59 H 19.0209 -6.2649 -15.0080  0.2242
60 H 18.4584 -5.0555 -16.0306  0.4174
61 H 20.1195 -2.7197 -16.1430  0.2951
62 H 21.7428 -2.6292 -15.4965  0.3476
63 H 20.4057 -2.8293 -14.3403  0.3248
64 C 17.1766 -12.5187 -15.3239  -0.1811
65 C 16.5193 -13.7102 -15.6194  -0.8844
66 C 16.4076 -14.1177 -16.9369  -0.6392
67 C 16.8961 -13.3231 -17.9610  0.1788
68 C 17.4625 -12.0838 -17.6500  0.2172
69 C 17.6404 -11.6972 -16.3351  -0.5417
70 C 17.9611 -11.2257 -18.7531  0.2366
71 O 18.3621 -10.1014 -18.5549  -0.6401
72 C 18.0140 -11.8095 -20.1297  0.3435
73 C 18.6785 -11.1043 -21.1263  -0.5573
74 C 18.8137 -11.6339 -22.4037  -0.4743
75 C 18.3052 -12.8948 -22.6818  -0.4904
76 C 17.6383 -13.5875 -21.6826  -0.4392
77 C 17.4105 -13.0275 -20.4346  0.2341
78 C 16.7272 -13.7924 -19.3566  0.5053
79 O 16.1234 -14.8154 -19.6195  -0.6704
80 H 17.2943 -12.2283 -14.2870  0.4798
81 H 16.0392 -14.2142 -14.7908  0.4536
82 H 15.9809 -15.0884 -17.1565  0.4312
83 H 18.2393 -10.8301 -16.0931  0.7146
84 H 19.1488 -10.1648 -20.8670  0.4665
85 H 19.3745 -11.0348 -23.1105  0.3800
86 H 18.3740 -13.3347 -23.6676  0.3912
87 H 17.2396 -14.5738 -21.8903  0.4295
88 C 20.6549 -12.4153 -13.2110  -0.7976
89 C 21.0576 -13.1800 -14.3000  -0.5189
90 C 22.1476 -14.0221 -14.2180  -0.9611
91 C 22.7977 -14.2135 -13.0029  0.5396
92 C 22.3274 -13.5255 -11.8805  0.3824
93 C 21.2750 -12.6365 -11.9859  -0.6323
94 C 23.0458 -13.6226 -10.5789  0.3853
95 O 22.5883 -13.1934 -9.5450  -0.6521
96 C 24.4331 -14.1727 -10.6334  0.5594
97 C 25.3039 -13.8913 -9.5924  -0.5820
98 C 26.6250 -14.2808 -9.6776  -0.5815
99 C 27.0373 -15.1462 -10.6846  -0.4387
100 C 26.1580 -15.4369 -11.7188  -0.5855
101 C 24.8984 -14.8534 -11.7564  0.1950
102 C 24.0211 -15.0565 -12.9487  0.2698
103 O 24.3282 -15.8114 -13.8413  -0.6453
104 H 19.8332 -11.7154 -13.2297  0.6519
105 H 20.5581 -12.9850 -15.2435  0.4978
106 H 22.5729 -14.4790 -15.1029  0.4460
107 H 20.8874 -12.1638 -11.0938  0.8114
108 H 24.9652 -13.2822 -8.7657  0.4321
109 H 27.3329 -14.0710 -8.8838  0.3549
110 H 28.0299 -15.5727 -10.7282  0.3893
111 H 26.5190 -15.9375 -12.6104  0.4152

Forces on atoms 1 to 2 (eV/Å):
As 0.443 0.248 -0.126
F -0.005 -0.300 -0.115

Results
HOMO-LUMO gap ... 7.659 eV
Total charge ... -1

---

Max |F| values (in eV/A) by entry order: 0.50 1.84.